Here is C25H18Cl2N2O4W as an isolated structure from the Open Molecules 2025 dataset. Energies are from the ωB97M-V functional and the def2-TZVPD basis.

frontier orbital gap (alpha / beta)	6.44 / 6.38	eV
charge	+2
<S²>	2.020
HOMO energy (alpha / beta)	-14.1 / -14.3	eV
E_tot	-2360.89516	Ha
2S+1	3

```
52
C25H18Cl2N2O4W, DFT the ωB97M-V functional and the def2-TZVPD basis
W 0.1498 -0.0303 -0.4454
Cl -5.1578 -4.8175 -2.3540
C -3.8158 -3.7789 -2.1484
C -2.9327 -3.5522 -3.2189
C -1.8539 -2.7154 -3.0721
C -1.6174 -2.0628 -1.8495
O -0.6012 -1.2560 -1.6925
C -2.4905 -2.3078 -0.7407
C -2.2344 -1.7731 0.5447
N -1.2894 -0.9062 0.8796
C -1.1141 -0.6107 2.2599
C -1.7543 -1.1921 3.3408
C -1.4159 -0.8388 4.6553
C -0.4425 0.0878 4.9149
C 0.2044 0.7452 3.8449
C 1.1833 1.7420 4.0296
C 1.7603 2.3170 2.9226
C 1.3831 1.9025 1.6478
N 0.4588 0.9657 1.4149
C -0.1365 0.3892 2.5130
C -3.5865 -3.1751 -0.9260
H -3.1150 -4.0429 -4.1613
H -1.1677 -2.5519 -3.8908
H -2.8859 -2.1511 1.3245
H -2.5107 -1.9505 3.2226
H -1.9309 -1.3259 5.4696
H -0.1591 0.3246 5.9293
H 1.4738 2.0398 5.0251
H 2.5130 3.0834 3.0117
H 1.8554 2.3666 0.7913
H -4.2546 -3.3729 -0.1026
C -0.7396 1.6819 -2.4275
C 0.5546 2.0732 -1.6895
C 0.7253 3.4155 -1.3006
C 1.9726 3.9357 -0.9761
Cl 2.1331 5.5760 -0.5216
C 3.1181 3.1253 -1.0827
C 3.0057 1.8035 -1.4499
C 1.7431 1.2422 -1.7189
O 1.5491 -0.0220 -2.2579
C 2.5874 -0.9937 -2.1157
C 2.7978 -1.4413 -0.6137
O 3.7689 -2.0575 -0.2998
O 1.8397 -1.0546 0.1799
H -1.2034 2.5793 -2.8409
H -1.5218 1.2229 -1.7530
H -0.5134 1.0065 -3.2617
H -0.1299 4.0749 -1.3128
H 4.0909 3.5570 -0.9089
H 3.9066 1.2204 -1.5723
H 3.5398 -0.6340 -2.5186
H 2.2604 -1.8627 -2.6974
```



Here is a single C4H8FNO molecule from the Open Molecules 2025 dataset. Energies are from the ωB97M-V functional and the def2-TZVPD basis.

frontier orbital gap	10.37	eV
charge	0
HOMO energy	-9.5	eV
E_tot	-386.98039	Ha

```
15
C4H8FNO, DFT the ωB97M-V functional and the def2-TZVPD basis
C -1.6720 0.4945 -1.7571
C -0.4985 0.9473 -0.9355
C -0.0369 -0.0384 -0.0065
C 1.1107 0.2397 0.9327
H -2.6058 1.1172 -1.6723
H -1.5033 0.4021 -2.7900
H -2.0026 -0.5855 -1.4658
H -0.6721 2.0401 -0.6757
H 0.2771 1.0276 -1.6904
H 0.7136 0.2792 1.9196
H 1.8325 -0.6483 0.8467
H -0.6534 -2.6231 1.3266
N -0.7017 -1.1350 0.1612
O -0.0412 -1.8899 1.0933
F 1.8261 1.3552 0.5471
```



Here is a single C4H7NO4S2 molecule from the Open Molecules 2025 dataset. Energies are from the ωB97M-V functional and the def2-TZVPD basis.

frontier orbital gap	11.46	eV
charge	0
HOMO energy	-11.2	eV
E_tot	-1308.59551	Ha

```
18
C4H7NO4S2, DFT the ωB97M-V functional and the def2-TZVPD basis
C 0.7651 -1.3588 0.4393
C 0.3792 0.7904 2.3730
C 0.6234 0.0355 -2.2142
C -0.5148 -0.7748 0.2729
N 1.8187 -1.8390 0.4998
O 0.5126 1.6460 -0.1563
O -1.7097 1.5606 1.0166
O -1.9799 0.2134 -1.6327
O -1.2010 -1.9710 -2.1333
S -0.3987 1.0098 0.7784
S -0.8979 -0.7082 -1.5991
H -0.3199 0.5057 3.2312
H 1.0429 -0.0491 2.3663
H 0.8601 1.6753 2.7487
H 0.2708 0.0652 -3.1627
H 0.7251 0.9125 -1.6066
H 1.4081 -0.6693 -2.0333
H -1.3841 -1.0439 0.8121
```



Here is C5H15N2PS2 as an isolated structure from the Open Molecules 2025 dataset. Energies are from the ωB97M-V functional and the def2-TZVPD basis.

frontier orbital gap	7.96	eV
charge	0
HOMO energy	-8.5	eV
E_tot	-1446.68464	Ha

```
25
C5H15N2PS2, DFT the ωB97M-V functional and the def2-TZVPD basis
C 0.1859 1.9941 -1.1593
C 1.1746 0.2924 -2.5810
C 1.4053 0.4695 1.8934
C 0.6272 -1.7986 2.0513
C -3.2527 -0.3865 0.0254
N 0.6517 0.6010 -1.2745
N 0.9945 -0.6889 1.1781
P -0.0012 -0.5256 -0.2218
S -0.2593 -2.3051 -1.0208
S -2.1358 0.6728 0.8959
H -0.3007 2.0010 -0.1670
H 1.1494 2.6668 -1.3183
H -0.4424 2.3146 -2.0276
H 1.0736 -0.7984 -2.8766
H 0.6887 0.9036 -3.2394
H 2.2202 0.4230 -2.5518
H 1.8427 1.2287 1.1871
H 0.6192 0.8478 2.3966
H 2.4023 0.1115 2.3562
H 0.4914 -2.6199 1.4647
H 1.5445 -1.8955 2.6788
H -0.3511 -1.5945 2.5619
H -4.1188 0.1304 -0.2493
H -3.5666 -1.0744 0.7808
H -2.6427 -0.9697 -0.7827
```



Here is a 2-piece molecular cluster, C4H10S2 overall from the Open Molecules 2025 dataset. Energies are from the ωB97M-V functional and the def2-TZVPD basis.

frontier orbital gap (alpha / beta)	8.55 / 7.77	eV
charge	0
HOMO energy (alpha / beta)	-8.2 / -7.4	eV
E_tot	-954.63136	Ha

```
16
C4H10S2, DFT the ωB97M-V functional and the def2-TZVPD basis
C -0.0860 -1.1884 1.1045
C 1.8828 -0.0566 -0.3259
C -0.6649 1.8322 0.4266
C 0.4140 -0.4983 -0.0631
S -2.1705 -0.9905 -1.6051
S -0.2110 -0.8795 -1.7158
H -1.2588 -1.2555 1.0940
H 0.2000 -2.2836 1.2754
H -0.0372 -0.7178 2.0807
H 2.2074 -0.4831 -1.2924
H 2.5625 -0.4686 0.4426
H 2.0022 1.0542 -0.2624
H -1.6352 1.5360 0.0434
H -0.4551 1.7907 1.4871
H -0.1611 2.5491 -0.2750
H -2.5892 0.0599 -2.4146
```



Here is C28H19N9O4ReS as an isolated structure from the Open Molecules 2025 dataset. Energies are from the ωB97M-V functional and the def2-TZVPD basis.

frontier orbital gap (alpha / beta)	7.36 / 6.37	eV
charge	0
<S²>	3.776
HOMO energy (alpha / beta)	-8.0 / -8.4	eV
E_tot	-2348.65305	Ha
2S+1	4

```
62
C28H19N9O4ReS, DFT the ωB97M-V functional and the def2-TZVPD basis
Re -0.9907 0.6876 0.7637
O -1.5990 2.5412 1.2744
C -1.1286 3.5659 0.5631
C -0.7547 4.7391 1.2254
C -0.2596 5.8161 0.5234
C -0.1572 5.7859 -0.8729
C -0.5661 4.6610 -1.5422
C -1.0316 3.5320 -0.8467
C -1.5674 2.4237 -1.5840
N -1.7505 1.2661 -1.0542
N -2.6123 0.3696 -1.6802
C -3.0239 -0.4790 -0.7968
O -2.6662 -0.4085 0.4798
C -3.9435 -1.5503 -1.2083
C -4.1239 -1.8331 -2.5584
C -4.9790 -2.8529 -2.9370
C -5.6552 -3.5904 -1.9720
C -5.4691 -3.3126 -0.6244
C -4.6081 -2.2961 -0.2406
H -0.8442 4.7590 2.3039
H 0.0579 6.6992 1.0636
H 0.2294 6.6377 -1.4147
H -0.5194 4.6245 -2.6246
H -1.9428 2.5644 -2.5946
H -3.5803 -1.2568 -3.2945
H -5.1149 -3.0800 -3.9865
H -6.3239 -4.3875 -2.2718
H -5.9899 -3.8922 0.1271
H -4.4418 -2.0756 0.8050
N 6.0493 -2.0070 -1.0605
C 4.6819 -2.1289 -0.9571
C 3.8397 -1.2412 -1.6403
C 2.4717 -1.3410 -1.5095
C 1.9277 -2.3251 -0.6860
C 2.7478 -3.2097 0.0033
C 4.1174 -3.1134 -0.1378
S 0.2055 -2.3674 -0.4465
O -0.4423 -1.8304 -1.6059
O -0.1745 -3.6291 0.1045
N -0.0253 -1.1863 0.6902
C 0.1564 -1.3219 2.0235
N 0.8121 -2.2804 2.6686
C 0.8474 -2.1491 3.9885
C 0.2629 -1.0939 4.6919
C -0.3635 -0.1250 3.9493
N -0.4163 -0.2383 2.6221
H 6.4209 -1.4551 -1.8131
H 6.6188 -2.7824 -0.7730
H 4.2708 -0.4720 -2.2706
H 1.8143 -0.6672 -2.0447
H 2.3028 -3.9602 0.6423
H 4.7674 -3.7976 0.3953
H 1.3836 -2.9273 4.5212
H 0.3135 -1.0306 5.7677
H -0.8272 0.7485 4.3885
N 0.8039 1.5326 0.6710
C 1.8589 2.0244 0.6113
C 3.0893 2.6077 0.5005
C 3.6525 2.7907 -0.7970
N 4.1045 2.9411 -1.8464
C 3.7707 3.0187 1.6830
N 4.3140 3.3584 2.6406
```